# C23H41CoN2OP3

C23H41CoN2OP3 as an isolated structure in a non-equilibrium geometry (ωB97M-V with the def2-TZVPD basis set, the Open Molecules 2025 dataset).

energy above the lowest of the compared OMol25 structures with the same formula, charge and spin	69.78	kJ/mol
⟨S²⟩	6.088
charge	+3
HOMO level (alpha / beta)	-16.022 / -16.917	eV
multiplicity	5
gap between HOMO and LUMO (alpha / beta)	6.2 / 3.8	eV
total energy	-3491.35143	hartree
E_LUMO (alpha / beta)	-9.9 / -13.1	eV

Geometry as XYZ:
```
71
C23H41CoN2OP3 | the Open Molecules 2025 dataset | ωB97M-V with the def2-TZVPD basis set
Co -1.176 0.941 -0.724
P -2.027 0.112 0.983
P -1.337 -0.365 -2.291
P -0.756 2.932 -0.351
H 2.200 -2.043 1.872
C 2.489 -0.998 2.073
C 2.450 -0.476 3.304
H 2.223 -1.070 4.191
C -1.345 -1.559 1.310
C -3.831 -0.258 1.044
C -1.776 0.924 2.587
C 0.350 -1.063 -2.464
C -2.339 -1.897 -2.130
C -1.787 0.376 -3.901
C 0.398 3.128 1.085
C -2.211 3.920 0.196
C 0.005 3.969 -1.641
H 2.790 -0.410 1.187
H 2.649 0.580 3.506
H -0.253 -1.555 1.265
H -1.731 -2.280 0.583
H -1.661 -1.886 2.307
H -4.131 -0.877 0.194
H -4.405 0.681 1.017
H -4.045 -0.791 1.983
H -0.713 0.973 2.841
H -2.293 0.336 3.354
H -2.190 1.936 2.611
H 0.649 -1.006 -3.522
H 0.371 -2.108 -2.119
H 1.067 -0.471 -1.853
H -2.630 -2.264 -3.125
H -3.248 -1.696 -1.542
H -1.739 -2.663 -1.615
H -1.650 -0.351 -4.714
H -1.156 1.268 -4.067
H -2.839 0.708 -3.856
H 0.949 4.074 0.956
H 1.113 2.289 1.092
H -0.165 3.148 2.030
H -1.944 4.979 0.098
H -2.479 3.684 1.233
H -3.064 3.692 -0.453
H -0.422 4.985 -1.591
H -0.185 3.532 -2.633
H 1.094 3.993 -1.497
C 2.755 1.788 -1.945
C 2.638 1.488 -3.357
C 3.252 2.277 -4.304
C 4.078 3.342 -3.933
C 4.310 3.592 -2.574
C 3.690 2.841 -1.593
O 2.059 1.193 -1.053
H -2.617 0.749 -0.960
H 2.016 0.640 -3.648
H 3.114 2.052 -5.365
H 4.570 3.948 -4.698
H 4.999 4.384 -2.279
H 3.849 3.022 -0.534
N -1.427 -7.518 4.920
C -0.847 -6.668 4.358
C -0.186 -5.630 3.602
C 0.673 -4.705 4.201
C 1.235 -3.709 3.387
N 1.005 -3.664 2.074
C 0.219 -4.555 1.482
C -0.427 -5.555 2.223
H 0.924 -4.724 5.263
H 1.874 -2.928 3.793
H 0.073 -4.486 0.403
H -1.103 -6.248 1.726
```

=====

# C4H7IMnO4P2

C4H7IMnO4P2 as an isolated structure in a non-equilibrium geometry (ωB97M-V with the def2-TZVPD basis set, the Open Molecules 2025 dataset).

energy above the lowest of the compared OMol25 structures with the same formula, charge and spin	0.00	kJ/mol
⟨S²⟩	8.790
charge	+2
HOMO level (alpha / beta)	-15.818 / -15.996	eV
multiplicity	6
gap between HOMO and LUMO (alpha / beta)	3.6 / 4.0	eV
total energy	-2588.16081	hartree
E_LUMO (alpha / beta)	-12.2 / -12.0	eV

Geometry as XYZ:
```
19
C4H7IMnO4P2 | the Open Molecules 2025 dataset | ωB97M-V with the def2-TZVPD basis set
O -2.705 1.412 -0.868
P -1.339 1.118 -1.416
C -0.724 -0.296 -0.374
C 0.246 -1.290 -1.097
O 0.475 -1.370 -2.206
O 0.729 -2.091 -0.029
C 0.466 -1.525 1.218
C 0.141 -0.009 0.885
P 1.756 0.971 0.759
O 2.129 1.116 -0.842
I 1.271 3.240 1.565
H -0.489 2.253 -1.363
H -1.504 0.732 -2.779
H -1.638 -0.835 0.004
H -0.611 -1.885 1.481
H 1.194 -1.732 2.021
H -0.356 0.359 1.845
H 3.000 0.702 -1.005
Mn -2.043 -0.872 2.201
```

=====

# C44H86F6N9O8

A 4-piece molecular cluster, C44H86F6N9O8 overall in a non-equilibrium geometry (ωB97M-V with the def2-TZVPD basis set, the Open Molecules 2025 dataset).

charge	+1
HOMO level	-9.574	eV
multiplicity	1
gap between HOMO and LUMO	4.8	eV
total energy	-3421.33802	hartree
E_LUMO	-4.7	eV

Geometry as XYZ:
```
153
C44H86F6N9O8 | the Open Molecules 2025 dataset | ωB97M-V with the def2-TZVPD basis set
C 0.808 5.992 1.523
C 2.365 5.717 1.824
C 2.722 4.163 2.163
C 1.944 3.126 1.158
N 2.450 1.772 1.066
C 2.506 0.996 -0.204
N 2.262 -0.373 0.258
C 1.565 -1.371 -0.496
O 1.443 -1.524 -1.730
F 0.825 -2.338 0.289
C 3.059 -1.056 1.234
O 3.272 -0.791 2.439
F 3.622 -2.335 0.829
N 1.327 1.449 -0.974
C -0.053 1.247 -0.610
C -0.592 0.949 0.861
C -2.014 0.126 0.817
C -3.201 1.244 0.916
O -3.471 1.661 2.287
C -3.167 3.047 2.489
O -3.882 4.012 2.126
C 1.429 1.540 -2.401
N 0.523 1.098 -3.341
N 2.547 2.205 -3.022
C 3.725 2.479 -2.089
C 4.850 2.622 -3.245
O 4.455 3.556 -4.321
C 4.624 2.950 -5.624
N 3.442 3.792 -1.532
C 4.522 4.621 -0.978
C 2.515 4.686 -2.243
C 0.892 4.746 -2.096
O 2.874 5.624 -3.040
C 3.949 1.228 -1.037
C 4.240 -0.109 -1.941
C 5.588 -0.501 -2.631
O 6.752 0.341 -2.646
C 7.730 -0.027 -3.600
C 8.937 1.043 -3.829
O 7.797 -1.097 -4.253
C 5.213 1.392 -0.092
F 5.083 2.193 1.120
F 6.316 2.181 -0.647
C 5.990 0.110 0.496
F 7.402 0.116 0.152
F 6.038 0.097 1.950
H 0.445 6.834 2.228
H 0.735 6.449 0.458
H 0.113 5.097 1.661
H 2.632 6.306 2.776
H 3.063 6.070 0.986
H 3.851 4.080 2.148
H 2.385 4.002 3.263
H 0.915 3.086 1.716
H 1.691 3.734 0.236
H 1.961 1.264 1.826
H -0.697 2.132 -1.010
H -0.487 0.329 -1.192
H -0.879 1.897 1.467
H 0.081 0.278 1.516
H -2.157 -0.475 -0.143
H -2.071 -0.633 1.693
H -2.792 2.177 0.364
H -4.162 0.918 0.388
H -2.173 3.273 3.043
H 0.780 0.415 -4.074
H -0.438 1.460 -3.299
H 2.838 1.621 -3.821
H 5.871 2.992 -2.910
H 4.983 1.662 -3.890
H 4.320 3.753 -6.400
H 3.873 2.083 -5.759
H 5.711 2.655 -5.842
H 4.354 5.769 -1.013
H 5.584 4.467 -1.367
H 4.579 4.422 0.167
H 0.598 5.755 -1.622
H 0.454 3.895 -1.477
H 0.391 4.723 -3.137
H 3.396 -0.227 -2.732
H 4.078 -1.051 -1.275
H 5.364 -0.680 -3.766
H 6.007 -1.548 -2.326
H 9.890 0.594 -3.389
H 8.998 1.317 -4.936
H 8.693 1.986 -3.201
H 5.611 -0.919 0.213
C -5.848 -0.540 -2.619
C -5.807 -2.002 -2.189
N -5.683 -2.187 -0.746
C -5.358 -3.562 -0.367
C -6.391 -4.643 -0.676
C -6.697 -1.536 0.079
C -8.160 -1.895 -0.175
H -4.979 0.008 -2.241
H -5.836 -0.474 -3.710
H -6.754 -0.036 -2.273
H -4.936 -2.453 -2.677
H -6.690 -2.514 -2.591
H -5.120 -3.596 0.703
H -4.421 -3.837 -0.867
H -7.236 -4.601 0.011
H -5.933 -5.630 -0.557
H -6.765 -4.582 -1.700
H -6.590 -0.451 -0.039
H -6.472 -1.710 1.138
H -8.408 -1.920 -1.239
H -8.808 -1.146 0.289
H -8.423 -2.857 0.265
C -3.597 2.623 5.829
C -2.330 1.833 6.136
N -1.195 2.669 6.518
C 0.076 1.944 6.530
C 0.238 0.815 7.546
C -1.408 3.574 7.644
C -1.831 2.961 8.977
H -3.413 3.383 5.064
H -4.371 1.949 5.451
H -4.000 3.114 6.718
H -2.070 1.282 5.225
H -2.558 1.081 6.901
H 0.897 2.658 6.662
H 0.233 1.523 5.529
H 0.390 1.199 8.555
H 1.123 0.221 7.295
H -0.616 0.135 7.553
H -2.166 4.309 7.353
H -0.505 4.174 7.803
H -2.614 2.207 8.864
H -2.229 3.743 9.631
H -0.988 2.510 9.501
C -1.743 -5.679 -1.705
C -2.737 -6.832 -1.803
N -2.951 -7.310 -3.165
C -4.102 -8.205 -3.287
C -4.039 -9.544 -2.554
C -1.760 -7.723 -3.900
C -0.898 -8.828 -3.293
H -2.034 -4.848 -2.354
H -1.709 -5.305 -0.677
H -0.729 -5.990 -1.970
H -3.688 -6.464 -1.405
H -2.410 -7.639 -1.135
H -4.302 -8.393 -4.348
H -4.987 -7.666 -2.929
H -3.375 -10.248 -3.055
H -5.034 -9.999 -2.539
H -3.719 -9.436 -1.515
H -1.126 -6.841 -4.047
H -2.044 -8.017 -4.917
H -0.728 -8.689 -2.223
H 0.084 -8.835 -3.776
H -1.334 -9.815 -3.450
```

=====

# C18H32NO3

C18H32NO3 as an isolated structure in a non-equilibrium geometry (ωB97M-V with the def2-TZVPD basis set, the Open Molecules 2025 dataset).

energy above the lowest of the compared OMol25 structures with the same formula, charge and spin	1736.17	kJ/mol
charge	+1
HOMO level	-11.625	eV
multiplicity	1
gap between HOMO and LUMO	8.9	eV
total energy	-984.64275	hartree
E_LUMO	-2.8	eV

Geometry as XYZ:
```
54
C18H32NO3 | the Open Molecules 2025 dataset | ωB97M-V with the def2-TZVPD basis set
C 4.028 3.253 -0.046
C 3.499 2.126 0.681
H 2.417 2.257 0.550
H 3.661 2.203 1.719
O 3.731 0.651 0.081
C 4.989 0.344 0.562
C 5.155 -1.120 0.158
H 5.018 -0.988 -1.202
C 4.304 -1.975 0.621
N 2.965 -1.712 0.488
H 2.286 -1.792 1.291
C 2.226 -2.078 -0.874
C 0.960 -1.811 -1.026
C -0.159 -2.352 -0.809
C -1.453 -1.901 -1.098
C -1.707 -0.550 -1.014
C -0.458 0.157 -1.134
C 0.727 -0.314 -1.004
H 1.717 0.508 -1.227
O -0.490 1.716 -1.190
C -1.670 2.432 -1.644
H -2.244 2.219 -2.314
H -2.330 2.504 -0.663
H -1.326 3.508 -1.495
O -2.849 0.239 -1.525
C -3.961 -0.666 -1.226
C -4.451 -1.213 0.214
H -5.385 -1.382 0.138
H -3.813 -1.751 0.767
C -4.547 0.161 1.199
C -5.682 1.253 0.622
H -5.837 1.931 1.257
H -5.444 1.616 -0.280
H -6.662 0.482 0.590
C -4.871 -0.321 2.566
H -5.739 -0.592 2.660
H -4.865 0.608 3.057
H -4.045 -0.891 3.179
H -3.646 0.787 1.116
H -4.079 -1.469 -1.728
H -4.709 -0.116 -1.518
H -2.433 -2.471 -0.693
H -0.180 -3.549 -0.687
H 2.909 -1.976 -1.570
H 2.219 -3.204 -0.825
H 3.053 -0.672 0.445
H 4.647 -2.073 1.830
H 4.684 -3.161 0.399
H 6.315 -1.180 0.031
H 5.096 0.547 1.644
H 5.776 1.151 -0.036
H 3.808 3.143 -1.241
H 5.239 3.370 -0.069
H 3.606 4.116 0.268
```